Density functional theory data (ωB97M-V/def2-TZVPD) for a molecular structure, C23H31AlF4N4O4PS at a distorted geometry.

## Properties
HOMO-LUMO gap	7.54	eV
charge	-1
largest force on an atom	2.83	eV Å⁻¹
E	-76098.8210	eV
multiplicity	1
LUMO	2.4	eV
E_HOMO	-5.17	eV

Last column: Löwdin charge in e.
CARTESIAN COORDINATES (ANGSTROEM)
C -1.361 -2.884 2.674  -0.1092
C -1.206 -1.636 3.673  -0.3647
O -1.985 -0.518 3.238  -0.2471
Al -1.090 0.631 2.105  0.2719
C -0.748 2.384 3.168  -0.1113
C -0.481 3.548 2.123  -0.4898
O -1.410 4.275 1.750  0.0347
N 0.904 3.711 1.689  -0.2251
C 1.655 4.637 2.569  -0.1041
C 1.018 4.071 0.255  -0.0941
C -2.404 1.138 0.596  -0.3314
F -1.767 1.921 -0.428  -0.0664
F -3.421 1.992 1.120  -0.0147
C -3.083 -0.082 -0.152  -0.2431
F -4.377 0.364 -0.587  -0.0317
F -3.320 -1.199 0.653  0.0136
P 0.911 -0.157 1.204  0.2688
O 1.493 -1.635 1.831  -0.3295
O 2.233 0.948 1.344  -0.3272
S 0.656 -0.447 -0.725  0.2093
H -0.628 -3.700 3.031  0.0456
H -0.980 -2.562 1.648  0.0557
H -2.418 -3.274 2.623  0.0780
H -0.128 -1.405 3.926  0.0831
H -1.685 -1.993 4.651  0.1034
H 0.103 2.270 3.910  0.0565
H -1.740 2.614 3.677  0.0787
H 2.755 4.351 2.488  0.0854
H 1.497 5.734 2.310  0.0903
H 1.350 4.395 3.638  0.0889
H 0.569 5.084 0.026  0.0859
H 2.112 3.982 -0.021  0.0912
H 0.452 3.278 -0.331  0.0894
H -2.548 -0.433 -1.078  0.1263
H 1.958 -1.391 2.659  0.0442
H 2.549 0.975 2.267  0.0402
N -1.558 -0.045 -3.507  0.0718
C -0.659 -0.369 -4.445  -0.1517
C -0.646 0.173 -5.721  -0.0990
C -1.622 1.102 -6.049  -0.0992
C -2.566 1.454 -5.096  -0.0739
C -2.490 0.856 -3.847  -0.1314
H 0.082 -1.101 -4.142  0.1009
H 0.108 -0.124 -6.439  0.0975
H -1.647 1.549 -7.037  0.0992
H -3.343 2.175 -5.316  0.0988
H -3.203 1.101 -3.066  0.1018
N 4.565 1.481 -5.503  0.0541
C 4.950 2.065 -6.646  -0.1658
C 4.096 2.771 -7.478  -0.0889
C 2.763 2.879 -7.110  -0.0867
C 2.338 2.284 -5.932  -0.0737
C 3.273 1.602 -5.168  -0.1375
H 6.001 1.950 -6.893  0.0968
H 4.464 3.224 -8.390  0.0950
H 2.063 3.423 -7.734  0.1018
H 1.306 2.347 -5.614  0.0934
H 2.989 1.122 -4.237  0.1097
N -0.630 -5.054 4.820  0.0603
C -0.393 -5.102 6.138  -0.1398
C -0.361 -6.276 6.875  -0.0820
C -0.593 -7.472 6.214  -0.0923
C -0.844 -7.450 4.850  -0.0777
C -0.850 -6.223 4.205  -0.1408
H -0.222 -4.141 6.611  0.1048
H -0.162 -6.254 7.939  0.0971
H -0.578 -8.411 6.755  0.1004
H -1.030 -8.364 4.301  0.0983
H -1.037 -6.155 3.138  0.1067

Density functional theory data (ωB97M-V/def2-TZVPD) for 3 unconnected molecules or ions with the total composition C23H31ClN2O4S3.

## Properties
HOMO-LUMO gap	8.26	eV
charge	0
SMILES string	CC[C@@H](Cl)c1cccc2c1Sc1ccccc1N2N.O=S1(=O)CCCC1.O=S1(=O)CCCC1
largest force on an atom	0.92	eV Å⁻¹
E	-80551.0158	eV
ΔE to the lowest compared entry with this formula, charge and spin	0.0	kcal/mol
multiplicity	1
LUMO	0.4	eV
E_HOMO	-7.86	eV

Last column: Löwdin charge in e.
CARTESIAN COORDINATES (ANGSTROEM)
C 2.316 -0.948 -1.100  -0.1501
C 2.775 0.311 -0.348  -0.2418
C 2.018 1.623 -0.720  -0.6203
Cl 1.152 1.576 -2.296  0.6177
C 1.144 2.149 0.403  -0.2658
C 1.616 3.274 1.069  -0.0382
C 0.938 3.841 2.137  -0.0671
C -0.260 3.284 2.537  -0.0254
C -0.767 2.156 1.910  -0.2355
C -0.061 1.584 0.849  -0.3707
S -0.690 0.113 0.097  1.0587
C -2.412 0.277 0.430  -0.4455
C -3.318 -0.341 -0.422  -0.1130
C -4.680 -0.269 -0.193  -0.0770
C -5.137 0.467 0.901  -0.0760
C -4.234 1.091 1.742  -0.0133
C -2.862 1.006 1.521  -0.2528
N -1.992 1.641 2.447  -0.1290
N -1.801 0.794 3.606  0.0897
H 1.269 -0.928 -1.382  -0.0014
H 2.440 -1.813 -0.446  0.0485
H 2.953 -1.150 -1.960  0.0777
H 2.664 0.209 0.729  0.0851
H 3.841 0.440 -0.536  0.1081
H 2.769 2.397 -0.860  0.0826
H 2.554 3.698 0.731  0.1150
H 1.363 4.707 2.626  0.1054
H -0.817 3.704 3.367  0.1184
H -2.947 -0.919 -1.261  0.0983
H -5.381 -0.765 -0.852  0.1039
H -6.201 0.545 1.086  0.1033
H -4.585 1.648 2.602  0.1173
H -1.437 -0.106 3.291  0.0809
H -1.094 1.241 4.178  0.0763
C -2.647 0.847 -4.076  -0.2227
C -2.358 0.243 -5.456  -0.2071
C -3.478 -0.768 -5.744  -0.2169
S -4.918 -0.198 -4.826  0.6616
O -5.207 -1.172 -3.800  -0.3296
O -5.939 0.253 -5.736  -0.3243
C -4.126 1.209 -4.061  -0.2253
H -2.018 1.714 -3.877  0.1134
H -2.453 0.103 -3.301  0.0995
H -2.361 1.034 -6.208  0.1164
H -1.382 -0.239 -5.492  0.1139
H -3.735 -0.828 -6.799  0.1006
H -3.229 -1.758 -5.366  0.1025
H -4.526 1.345 -3.058  0.1017
H -4.341 2.085 -4.673  0.1085
C 5.584 -2.840 4.111  -0.2202
C 4.246 -3.568 3.923  -0.2120
C 3.407 -2.741 2.940  -0.2135
S 4.583 -1.875 1.889  0.6640
O 4.467 -0.461 2.145  -0.3193
O 4.537 -2.415 0.556  -0.3172
C 6.059 -2.469 2.710  -0.2283
H 6.315 -3.462 4.626  0.1150
H 5.434 -1.936 4.704  0.1192
H 4.428 -4.561 3.507  0.1171
H 3.721 -3.700 4.867  0.1138
H 2.770 -3.360 2.312  0.1038
H 2.807 -1.989 3.448  0.1054
H 6.815 -1.687 2.694  0.1082
H 6.409 -3.342 2.161  0.1077

Density functional theory data (ωB97M-V/def2-TZVPD) for a gas-phase ion, C23H31F3NO3 (charge -1) at a distorted geometry.

## Properties
HOMO-LUMO gap	5.10	eV
charge	-1
SMILES string	CC1(C)CC(=O)N([C@H](c2cc(C(C)(C)C)c([O-])c(C(C)(C)C)c2)C(F)(F)F)C(=O)C1
largest force on an atom	2.45	eV Å⁻¹
E	-40142.3643	eV
multiplicity	1
LUMO	2.3	eV
E_HOMO	-2.76	eV

Last column: Löwdin charge in e.
CARTESIAN COORDINATES (ANGSTROEM)
C 4.446 0.165 4.086  -0.0607
C 3.135 0.184 3.307  -0.5547
C 2.239 -0.961 3.790  -0.0253
C 2.442 1.540 3.542  -0.0469
C 1.256 1.754 2.645  -0.3701
O 0.230 2.334 2.998  0.0868
N 1.407 1.323 1.320  0.0760
C 2.245 0.284 0.893  -0.3562
O 2.061 -0.348 -0.144  0.1251
C 3.434 0.057 1.799  -0.0406
H 5.102 0.972 3.741  0.0846
H 4.258 0.308 5.156  0.0869
H 4.962 -0.792 3.945  0.0878
H 1.287 -1.010 3.246  0.0810
H 2.754 -1.923 3.666  0.0930
H 2.011 -0.831 4.856  0.0904
H 2.124 1.639 4.589  0.1342
H 3.164 2.353 3.348  0.1419
H 4.204 0.800 1.527  0.1402
H 3.848 -0.935 1.572  0.1353
C -3.129 -2.650 0.448  -0.0587
C -1.626 -2.462 0.233  -0.5491
C -0.919 -2.534 1.590  -0.0860
C -1.056 -3.573 -0.657  -0.0535
C -1.403 -1.094 -0.434  -0.0960
C -0.807 -0.069 0.243  -0.0205
C -0.283 1.047 -0.438  -0.1871
C 0.536 1.976 0.414  -0.1664
C 1.294 3.123 -0.272  -0.4826
F 2.159 3.712 0.606  0.1166
F 2.027 2.676 -1.337  0.1253
F 0.431 4.088 -0.723  0.1213
C -0.660 1.321 -1.759  -0.0057
C -1.516 0.466 -2.423  -0.0971
C -2.125 0.815 -3.789  -0.5590
C -1.653 -0.199 -4.838  -0.0607
C -1.723 2.220 -4.240  -0.0870
C -3.658 0.763 -3.690  -0.0595
C -1.860 -0.830 -1.809  -0.3357
O -2.538 -1.691 -2.414  -0.0977
H -3.644 -2.637 -0.518  0.0757
H -3.338 -3.596 0.961  0.0715
H -3.510 -1.825 1.061  0.0836
H 0.162 -2.377 1.466  0.0748
H -1.329 -1.793 2.290  0.0767
H -1.063 -3.527 2.038  0.0783
H 0.011 -3.387 -0.827  0.0864
H -1.171 -4.548 -0.171  0.0722
H -1.569 -3.588 -1.623  0.0726
H -0.611 -0.110 1.319  0.1061
H -0.188 2.505 1.022  0.1482
H -0.259 2.221 -2.243  0.0952
H -1.949 -1.205 -4.520  0.0721
H -2.118 0.028 -5.806  0.0711
H -0.561 -0.152 -4.935  0.0830
H -2.065 2.980 -3.526  0.0831
H -0.637 2.307 -4.371  0.0783
H -2.195 2.434 -5.207  0.0743
H -4.005 1.505 -2.959  0.0833
H -4.096 0.984 -4.671  0.0716
H -3.968 -0.238 -3.373  0.0726

Density functional theory data (ωB97M-V/def2-TZVPD) for C23H31N3O2S in the gas phase.

## Properties
HOMO-LUMO gap	8.65	eV
charge	0
SMILES string	COCc1ccc(C(=O)N2CCC[C@H](N3CCN(c4ccccc4C)CC3)C2)s1
largest force on an atom	0.65	eV Å⁻¹
E	-43754.5899	eV
ΔE to the lowest compared entry with this formula, charge and spin	51.3	kcal/mol
multiplicity	1
LUMO	0.6	eV
E_HOMO	-8.04	eV

Last column: Löwdin charge in e.
CARTESIAN COORDINATES (ANGSTROEM)
C 1.621 8.763 0.695  -0.1065
H 2.579 9.282 0.822  0.0912
O 1.153 8.259 1.922  -0.1911
C 2.041 7.353 2.539  -0.2455
C 2.231 6.084 1.768  -0.5100
C 3.359 5.645 1.140  -0.1184
C 3.181 4.408 0.489  -0.1190
C 1.914 3.917 0.622  -0.4452
S 0.912 4.988 1.538  1.1407
C 1.305 2.728 -0.025  -0.4830
O 0.324 2.840 -0.739  0.0591
N 1.934 1.543 0.173  -0.0433
C 2.877 1.258 1.227  -0.1514
H 3.237 2.188 1.667  0.1113
C 2.207 0.393 2.296  -0.1561
C 1.630 -0.882 1.682  -0.1591
H 1.135 -1.457 2.465  0.1118
H 2.439 -1.484 1.264  0.1232
C 0.640 -0.519 0.572  -0.2937
N 0.077 -1.658 -0.150  -0.1249
C -0.085 -2.894 0.593  -0.1736
C -0.509 -4.007 -0.367  -0.1681
N -1.778 -3.655 -0.960  -0.1185
C -2.533 -4.678 -1.566  -0.1992
C -1.947 -5.848 -2.043  -0.0255
C -2.713 -6.853 -2.605  -0.0938
C -4.084 -6.703 -2.703  -0.0969
C -4.677 -5.553 -2.212  -0.0542
C -3.928 -4.540 -1.634  -0.2085
C -4.624 -3.343 -1.056  -0.0457
H -4.020 -2.904 -0.266  0.0718
H -5.590 -3.634 -0.649  0.0788
H -4.801 -2.583 -1.818  0.0819
H -5.751 -5.443 -2.263  0.1099
H -4.689 -7.480 -3.146  0.0981
H -2.235 -7.749 -2.972  0.0997
H -0.876 -5.974 -1.986  0.1021
C -1.631 -2.423 -1.710  -0.1441
C -1.196 -1.312 -0.762  -0.1601
H -1.977 -1.169 0.008  0.1295
H -1.092 -0.382 -1.319  0.1205
H -0.866 -2.536 -2.496  0.1342
H -2.576 -2.161 -2.185  0.1146
H 0.286 -4.127 -1.122  0.1264
H -0.621 -4.941 0.189  0.1296
H -0.846 -2.801 1.389  0.1332
H 0.865 -3.181 1.043  0.1115
H -0.166 0.089 1.025  0.1596
C 1.390 0.357 -0.449  -0.0881
H 0.723 0.684 -1.246  0.1141
H 2.206 -0.228 -0.883  0.1386
H 2.936 0.139 3.067  0.1141
H 1.404 0.968 2.763  0.1207
H 3.728 0.719 0.795  0.1317
H 3.953 3.911 -0.072  0.1200
H 4.290 6.184 1.147  0.1136
H 1.592 7.142 3.514  0.1258
H 3.025 7.826 2.691  0.1282
H 1.746 7.968 -0.049  0.0876
H 0.868 9.467 0.348  0.0905

Please write out number 4 again, unchanged.
Density functional theory data (ωB97M-V/def2-TZVPD) for C23H31N3O2S in the gas phase.

## Properties
HOMO-LUMO gap	8.65	eV
charge	0
SMILES string	COCc1ccc(C(=O)N2CCC[C@H](N3CCN(c4ccccc4C)CC3)C2)s1
largest force on an atom	0.65	eV Å⁻¹
E	-43754.5899	eV
ΔE to the lowest compared entry with this formula, charge and spin	51.3	kcal/mol
multiplicity	1
LUMO	0.6	eV
E_HOMO	-8.04	eV

Last column: Löwdin charge in e.
CARTESIAN COORDINATES (ANGSTROEM)
C 1.621 8.763 0.695  -0.1065
H 2.579 9.282 0.822  0.0912
O 1.153 8.259 1.922  -0.1911
C 2.041 7.353 2.539  -0.2455
C 2.231 6.084 1.768  -0.5100
C 3.359 5.645 1.140  -0.1184
C 3.181 4.408 0.489  -0.1190
C 1.914 3.917 0.622  -0.4452
S 0.912 4.988 1.538  1.1407
C 1.305 2.728 -0.025  -0.4830
O 0.324 2.840 -0.739  0.0591
N 1.934 1.543 0.173  -0.0433
C 2.877 1.258 1.227  -0.1514
H 3.237 2.188 1.667  0.1113
C 2.207 0.393 2.296  -0.1561
C 1.630 -0.882 1.682  -0.1591
H 1.135 -1.457 2.465  0.1118
H 2.439 -1.484 1.264  0.1232
C 0.640 -0.519 0.572  -0.2937
N 0.077 -1.658 -0.150  -0.1249
C -0.085 -2.894 0.593  -0.1736
C -0.509 -4.007 -0.367  -0.1681
N -1.778 -3.655 -0.960  -0.1185
C -2.533 -4.678 -1.566  -0.1992
C -1.947 -5.848 -2.043  -0.0255
C -2.713 -6.853 -2.605  -0.0938
C -4.084 -6.703 -2.703  -0.0969
C -4.677 -5.553 -2.212  -0.0542
C -3.928 -4.540 -1.634  -0.2085
C -4.624 -3.343 -1.056  -0.0457
H -4.020 -2.904 -0.266  0.0718
H -5.590 -3.634 -0.649  0.0788
H -4.801 -2.583 -1.818  0.0819
H -5.751 -5.443 -2.263  0.1099
H -4.689 -7.480 -3.146  0.0981
H -2.235 -7.749 -2.972  0.0997
H -0.876 -5.974 -1.986  0.1021
C -1.631 -2.423 -1.710  -0.1441
C -1.196 -1.312 -0.762  -0.1601
H -1.977 -1.169 0.008  0.1295
H -1.092 -0.382 -1.319  0.1205
H -0.866 -2.536 -2.496  0.1342
H -2.576 -2.161 -2.185  0.1146
H 0.286 -4.127 -1.122  0.1264
H -0.621 -4.941 0.189  0.1296
H -0.846 -2.801 1.389  0.1332
H 0.865 -3.181 1.043  0.1115
H -0.166 0.089 1.025  0.1596
C 1.390 0.357 -0.449  -0.0881
H 0.723 0.684 -1.246  0.1141
H 2.206 -0.228 -0.883  0.1386
H 2.936 0.139 3.067  0.1141
H 1.404 0.968 2.763  0.1207
H 3.728 0.719 0.795  0.1317
H 3.953 3.911 -0.072  0.1200
H 4.290 6.184 1.147  0.1136
H 1.592 7.142 3.514  0.1258
H 3.025 7.826 2.691  0.1282
H 1.746 7.968 -0.049  0.0876
H 0.868 9.467 0.348  0.0905

- charge of number 3 (C23H31F3NO3)?
  -1

- LUMO of number 1 (C23H31AlF4N4O4PS)?
  2.4 eV